[1]
A 3-piece molecular cluster, C5H11NO2 overall. Source: OMol25; level of theory: ωB97M-V with the def2-TZVPD basis set.

Each line ends with the Löwdin charge.
Element x y z (Å)
C  -0.006  3.289  1.228  0.132
C  0.004  -1.610  -0.687  -0.311
C  0.553  -2.967  -0.261  -0.023
O  -0.966  -1.537  -1.393  0.064
C  0.117  2.257  0.305  -0.244
N  -0.672  1.295  -0.180  0.054
C  -2.051  1.414  0.317  -0.106
O  2.560  -1.480  0.438  -0.277
H  0.924  3.791  1.444  0.064
H  -0.927  3.656  1.656  0.059
H  0.470  -0.742  -0.220  0.081
H  0.771  -3.317  -1.289  0.084
H  1.634  -2.507  0.041  0.023
H  0.166  -3.836  0.252  0.077
H  3.469  -1.808  0.353  -0.028
H  1.147  2.152  -0.054  0.109
H  -2.244  0.789  1.198  0.103
H  -2.247  2.432  0.661  0.054
H  -2.790  1.252  -0.466  0.085

Calculated values
**Gap between HOMO and LUMO**: 2.9722 eV



[2]
C5H11NO2 as an isolated structure. Source: OMol25; level of theory: ωB97M-V with the def2-TZVPD basis set.

Each line ends with the Löwdin charge.
Element x y z (Å)
C  0.934  -0.912  0.203  -0.145
C  2.130  -0.141  -0.236  -0.082
C  -0.522  -1.295  -1.082  0.041
C  -0.329  -0.224  0.544  -0.428
C  -0.692  1.064  0.190  -0.417
N  -1.723  1.776  0.824  0.092
O  -1.032  -0.718  1.656  0.011
O  -0.233  1.645  -0.968  0.008
H  -0.399  -1.244  2.166  0.103
H  -0.973  2.136  -1.360  0.106
H  1.041  -1.953  0.479  0.116
H  -1.440  2.703  1.126  0.085
H  -2.108  1.255  1.600  0.074
H  2.266  -0.105  -1.323  0.084
H  2.086  0.912  0.069  0.081
H  3.039  -0.559  0.202  0.075
H  0.045  -2.108  -1.523  0.048
H  -1.465  -1.715  -0.737  0.083
H  -0.626  -0.516  -1.829  0.065

Calculated values
**Gap between HOMO and LUMO**: 6.7722 eV



[3]
One molecule with the formula C5H11NO2S2. Source: OMol25; level of theory: ωB97M-V with the def2-TZVPD basis set.

Each line ends with the Löwdin charge.
Element x y z (Å)
C  0.450  -2.080  0.349  -0.190
C  -0.292  -1.523  -0.791  -0.244
C  -0.990  2.401  1.545  -0.095
C  -0.487  1.507  0.425  -0.270
C  0.085  0.328  1.039  -0.222
N  0.684  -0.692  0.064  -0.605
O  -0.186  -2.691  -3.088  -0.468
O  0.629  -0.340  -3.016  -0.391
S  0.733  -1.838  -2.392  0.768
S  2.212  -0.459  -0.744  0.557
H  -0.115  -2.457  1.274  0.152
H  1.277  -2.736  0.078  0.099
H  -1.170  -0.864  -0.866  0.134
H  1.410  0.197  -2.624  -0.002
H  -1.578  1.785  2.188  0.060
H  -0.175  2.866  2.141  0.098
H  -1.709  3.147  1.279  0.067
H  0.299  2.015  -0.158  0.123
H  -1.293  1.215  -0.219  0.108
H  0.908  0.514  1.832  0.159
H  -0.692  -0.297  1.684  0.162

Calculated values
**Gap between HOMO and LUMO**: 8.4193 eV



[4]
A 2-piece molecular cluster, C5H11NO3P overall. Source: OMol25; level of theory: ωB97M-V with the def2-TZVPD basis set.

Each line ends with the Löwdin charge.
Element x y z (Å)
C  -0.756  0.614  -2.376  -0.027
C  -0.925  0.698  -1.069  -0.244
C  0.463  -1.001  1.939  -0.075
C  -1.116  -1.795  0.269  -0.083
C  -0.011  0.265  -0.013  -0.371
N  -0.388  -0.678  0.823  -0.261
O  1.527  2.261  -0.861  -0.197
O  2.062  1.455  1.494  -0.368
O  -0.154  2.698  1.005  -0.342
P  0.936  1.786  0.578  0.234
H  -1.450  1.052  -3.077  0.044
H  0.100  0.099  -2.774  0.014
H  -1.768  1.240  -0.653  0.114
H  1.299  -1.624  1.607  0.088
H  0.867  -0.076  2.342  0.058
H  -0.117  -1.529  2.698  0.080
H  -0.432  -2.364  -0.376  0.069
H  -1.501  -2.430  1.068  0.078
H  -1.939  -1.431  -0.347  0.079
H  1.209  -0.764  -1.168  0.084
H  2.093  1.525  -1.109  0.027

Calculated values
**Charge**: -1
**Gap between HOMO and LUMO**: 7.7249 eV



[5]
One molecule with the formula C5H11NO3S. Source: OMol25; level of theory: ωB97M-V with the def2-TZVPD basis set.

Each line ends with the Löwdin charge.
Element x y z (Å)
O  1.291  -1.194  -1.450  -0.284
S  0.840  -1.637  -0.162  0.647
O  -0.006  -2.789  -0.134  -0.270
O  2.186  -1.961  0.699  -0.167
C  0.189  -0.352  0.942  -0.345
C  -1.317  -0.317  0.782  -0.172
C  -1.664  0.255  -0.591  -0.225
N  -1.108  1.594  -0.685  -0.066
C  0.347  1.558  -0.686  -0.227
C  0.844  0.981  0.641  -0.161
H  2.844  -2.396  0.154  0.086
H  0.485  -0.739  1.915  0.133
H  -1.713  -1.328  0.876  0.111
H  -1.752  0.319  1.556  0.128
H  -2.748  0.321  -0.706  0.122
H  -1.265  -0.426  -1.362  0.114
H  -1.436  2.048  -1.531  0.110
H  0.713  2.582  -0.796  0.120
H  0.747  0.949  -1.509  0.100
H  1.926  0.855  0.604  0.118
H  0.598  1.678  1.446  0.126

Calculated values
**SMILES**: O=S(=O)(O)C1CCNCC1
**Gap between HOMO and LUMO**: 9.6602 eV



[6]
One molecule with the formula C5H11NO3S. Source: OMol25; level of theory: ωB97M-V with the def2-TZVPD basis set.

Each line ends with the Löwdin charge.
Element x y z (Å)
C  -0.840  2.775  1.056  -0.186
C  -0.998  2.034  -0.319  -0.464
S  0.663  1.256  -0.588  0.926
C  0.509  -0.068  0.510  -0.522
O  1.789  -0.540  1.125  -0.037
C  -0.112  -1.418  -0.484  -0.248
C  0.806  -1.709  -1.618  -0.076
N  -0.221  -2.502  0.452  -0.405
O  -1.255  -2.633  1.089  0.069
O  0.756  -3.202  0.610  0.077
H  -0.512  2.107  1.831  0.047
H  -0.295  3.675  0.843  0.050
H  -1.890  3.206  1.376  0.106
H  -1.193  2.760  -1.173  0.093
H  -1.758  1.195  -0.144  0.094
H  -0.141  -0.035  1.351  0.097
H  2.535  -0.352  0.662  0.021
H  -1.076  -1.235  -0.866  0.124
H  1.653  -2.383  -1.236  0.117
H  1.266  -0.778  -2.090  0.075
H  0.313  -2.155  -2.387  0.041

Calculated values
**SMILES**: CCS[C@H](O)[C@@H](C)[N+](=O)[O-]
**Gap between HOMO and LUMO**: 9.6003 eV



[7]
One molecule with the formula C5H11NO3S. Source: OMol25; level of theory: ωB97M-V with the def2-TZVPD basis set.

Each line ends with the Löwdin charge.
Element x y z (Å)
C  -0.241  2.039  -2.254  0.063
C  -0.560  1.042  -1.389  -0.165
C  0.308  0.153  -0.551  -0.222
N  0.380  0.571  1.194  -0.165
C  1.563  -0.007  1.890  -0.091
C  -0.976  0.424  1.581  -0.172
S  -0.334  -1.561  -0.649  0.632
O  0.191  -2.390  0.391  -0.289
O  -1.746  -1.436  -0.725  -0.282
O  0.200  -2.272  -2.059  -0.160
H  -0.903  2.600  -2.795  0.026
H  0.752  2.297  -2.566  0.057
H  -1.629  0.889  -1.170  0.099
H  1.385  0.133  -0.729  0.114
H  2.514  -0.039  1.366  0.079
H  1.587  0.634  2.824  0.103
H  1.354  -1.019  2.215  0.059
H  -1.677  1.038  1.075  0.067
H  -1.416  -0.606  1.551  0.080
H  -0.954  0.710  2.677  0.108
H  0.201  -3.200  -1.877  0.057

Calculated values
**SMILES**: C=C[C@@H](N(C)C)S(=O)(=O)O
**Gap between HOMO and LUMO**: 9.4929 eV



[8]
One molecule with the formula C5H11NO3S. Source: OMol25; level of theory: ωB97M-V with the def2-TZVPD basis set.

Each line ends with the Löwdin charge.
Element x y z (Å)
N  0.263  -2.264  -0.381  0.054
C  0.279  -0.879  -0.748  -0.416
C  -1.093  -0.415  -1.206  -0.152
C  -1.882  -0.159  0.092  -0.166
C  -0.819  0.282  1.110  -0.169
C  0.539  0.069  0.450  -0.309
S  1.273  1.621  -0.139  0.642
O  0.297  2.533  -0.612  -0.247
O  2.422  1.222  -0.926  -0.308
O  1.977  2.195  1.195  -0.171
H  1.162  -2.599  -0.015  0.095
H  -0.483  -2.523  0.231  0.065
H  1.184  -0.836  -1.417  0.152
H  -0.994  0.563  -1.775  0.128
H  -1.537  -1.176  -1.898  0.127
H  -2.708  0.508  0.018  0.097
H  -2.291  -1.183  0.391  0.122
H  -0.980  1.322  1.322  0.097
H  -0.852  -0.253  2.091  0.130
H  1.311  -0.388  1.068  0.130
H  2.931  2.362  1.148  0.100

Calculated values
**SMILES**: N[C@H]1CCC[C@@H]1S(=O)(=O)O
**Gap between HOMO and LUMO**: 10.0389 eV



[9]
A 2-piece molecular cluster, C5H11NO3S2 overall. Source: OMol25; level of theory: ωB97M-V with the def2-TZVPD basis set.

Each line ends with the Löwdin charge.
Element x y z (Å)
C  0.658  1.153  1.003  -0.645
C  1.758  -1.741  0.669  0.209
C  -1.996  -1.858  0.034  -0.208
C  0.918  1.328  -1.901  -0.235
C  0.017  0.023  0.220  -0.530
N  -0.172  2.229  1.041  0.165
O  1.781  1.225  1.483  0.042
O  -2.255  0.331  1.516  -0.540
O  -0.461  -0.826  -2.197  -0.512
S  -1.252  -0.727  1.293  0.865
S  -0.531  0.395  -1.412  0.847
H  1.314  -2.585  0.192  0.022
H  2.452  -1.130  0.218  -0.023
H  1.691  -1.398  1.731  0.045
H  -1.914  -2.829  0.537  0.049
H  -1.356  -1.781  -0.870  0.011
H  -2.994  -1.552  0.070  0.032
H  0.860  1.357  -2.974  0.038
H  1.809  0.855  -1.470  0.062
H  0.819  2.488  -1.668  0.111
H  -1.173  2.032  0.883  0.092
H  0.025  3.011  1.601  0.102

Calculated values
**Gap between HOMO and LUMO (spin up / spin down)**: 7.7555 / 8.2175 eV



[10]
An isolated ion of composition C5H11NOS and charge -1. Source: OMol25; level of theory: ωB97M-V with the def2-TZVPD basis set.

Each line ends with the Löwdin charge.
Element x y z (Å)
O  -2.814  -0.184  1.644  0.020
C  -2.543  0.507  0.747  -0.244
C  -1.033  0.115  0.082  -0.327
C  -0.220  1.271  -0.705  -0.269
C  1.151  0.759  -1.003  -0.583
S  2.444  0.673  0.427  0.548
C  2.255  -0.988  1.177  -0.615
N  -1.508  -0.984  -0.779  -0.006
H  -3.181  1.385  0.384  0.117
H  -0.422  -0.314  0.781  0.056
H  -0.319  2.123  -0.057  0.080
H  -0.864  1.535  -1.632  0.120
H  1.683  1.359  -1.790  0.031
H  1.228  -0.326  -1.470  0.048
H  1.752  -0.844  2.154  -0.006
H  3.352  -1.292  1.342  0.008
H  1.616  -1.714  0.635  -0.012
H  -1.730  -1.846  -0.390  0.004
H  -0.848  -1.237  -1.546  0.029

Calculated values
**Charge**: -1
**Gap between HOMO and LUMO (spin up / spin down)**: 2.2880 / 8.6434 eV
**2S+1**: 2



Number 1: maximum force 3.346 eV/Å. Number 2: maximum force 3.932 eV/Å. Number 3: maximum force 5.030 eV/Å. Number 4: maximum force 2.903 eV/Å. Number 5: maximum force 1.381 eV/Å. Number 6: maximum force 5.804 eV/Å. Number 7: maximum force 6.214 eV/Å. Number 8: maximum force 3.240 eV/Å. Number 9: maximum force 4.279 eV/Å. Number 10: maximum force 5.468 eV/Å.